Entry 1:
Formula: C21H24N2O4
Source: the OMol25 dataset
Level of theory: ωB97M-V with the def2-TZVPD basis set

Its SMILES is COc1ccccc1OCC(=O)Nc1ccccc1C(=O)N1CCCCC1. As for the orbital gap: 8.760 eV. Its total charge is 0. The calculation puts the energy above the lowest of the compared OMol25 structures with the same formula, charge and spin at 2.099 eV. The HOMO energy comes out at -8.15 eV. The calculation puts the LUMO energy at 0.61 eV.

Last column: natural (NBO) charge in e.
Cartesian coordinates (Å):
C -1.236 -1.577 -1.049  -0.253
H -1.123 -0.675 -1.654  0.183
H -0.659 -2.385 -1.500  0.180
O -2.565 -2.046 -1.041  -0.497
C -3.564 -1.343 -0.435  0.242
C -4.749 -2.061 -0.292  -0.227
C -5.876 -1.502 0.275  -0.220
C -5.831 -0.196 0.721  -0.227
C -4.664 0.536 0.588  -0.289
C -3.524 -0.010 0.012  0.290
O -2.353 0.701 -0.145  -0.531
C -2.363 2.080 0.132  -0.154
H -2.558 2.272 1.199  0.195
C -0.991 2.679 -0.191  0.668
O -0.886 3.794 -0.652  -0.600
N 0.023 1.842 0.125  -0.641
C 1.395 2.071 0.066  0.272
C 1.926 3.323 -0.236  -0.257
C 3.291 3.531 -0.207  -0.176
C 4.150 2.501 0.139  -0.242
C 3.636 1.246 0.407  -0.169
C 2.268 1.001 0.337  -0.209
C 1.722 -0.347 0.659  0.682
O 0.761 -0.471 1.417  -0.663
N 2.314 -1.424 0.103  -0.426
C 3.210 -1.431 -1.030  -0.218
H 3.427 -0.411 -1.345  0.232
C 4.494 -2.191 -0.694  -0.405
C 4.153 -3.605 -0.232  -0.399
C 3.172 -3.542 0.936  -0.404
C 1.928 -2.754 0.529  -0.227
H 1.236 -2.651 1.366  0.249
H 1.415 -3.268 -0.293  0.186
H 2.878 -4.546 1.243  0.216
H 3.645 -3.049 1.787  0.203
H 5.061 -4.131 0.067  0.213
H 3.701 -4.158 -1.058  0.196
H 5.138 -2.219 -1.574  0.215
H 5.031 -1.669 0.102  0.197
H 2.703 -1.945 -1.859  0.189
H 4.300 0.447 0.699  0.213
H 5.214 2.672 0.201  0.216
H 3.684 4.510 -0.434  0.217
H 1.254 4.131 -0.475  0.258
H -0.230 0.946 0.539  0.449
H -3.116 2.607 -0.466  0.207
H -4.652 1.556 0.938  0.217
H -6.698 0.264 1.171  0.214
H -6.779 -2.085 0.367  0.215
H -4.752 -3.078 -0.651  0.223
H -0.872 -1.390 -0.036  0.198

Force components x, y, z for each atom (eV/Å):
0.480 0.053 -0.032
0.015 -0.092 0.050
0.016 0.043 0.039
-0.450 0.088 -0.024
-0.045 -0.114 -0.002
0.181 0.138 -0.014
-0.005 0.019 0.019
-0.064 0.014 0.018
0.097 0.096 0.011
0.088 -0.046 -0.022
-0.102 -0.257 -0.011
-0.188 0.409 0.016
-0.031 -0.028 -0.122
-0.417 -0.288 -0.065
-0.066 0.223 0.002
-0.014 -0.528 0.152
0.332 0.051 -0.028
-0.107 0.174 -0.042
0.029 -0.169 0.053
0.139 0.015 0.005
-0.149 0.097 0.011
0.030 0.307 0.053
-0.139 0.004 0.019
-0.093 0.134 0.187
-0.021 -0.152 -0.030
0.495 0.173 -0.287
-0.088 -0.166 -0.030
-0.210 -0.119 -0.197
0.154 0.136 0.251
-0.102 -0.085 -0.307
-0.092 -0.230 0.548
0.033 -0.051 -0.190
-0.028 0.028 0.018
-0.012 -0.014 0.064
-0.023 -0.002 0.077
-0.001 -0.065 -0.066
0.007 -0.066 -0.053
0.043 0.045 -0.011
0.048 0.072 0.010
0.029 0.070 0.005
0.049 -0.114 -0.028
0.091 0.011 0.011
0.016 0.091 -0.020
-0.018 0.002 -0.008
-0.014 0.194 -0.043
0.171 -0.055 0.078
0.047 0.097 0.015
-0.071 0.046 0.038
-0.082 -0.060 0.008
0.027 -0.116 -0.043
0.012 -0.015 -0.083

=====

Entry 2:
Formula: C21H24N2O4S2
Source: the OMol25 dataset
Level of theory: ωB97M-V with the def2-TZVPD basis set

Its SMILES is Cc1ccc(S(=O)(=O)N2CCOCC2)cc1C(=O)N[C@@H]1CCSc2ccccc21. As for the orbital gap: 8.607 eV. Its total charge is 0. The calculation puts the energy above the lowest of the compared OMol25 structures with the same formula, charge and spin at 0.000 eV. The HOMO energy comes out at -8.22 eV. The calculation puts the LUMO energy at 0.38 eV.

Last column: natural (NBO) charge in e.
Cartesian coordinates (Å):
C -0.062 -3.386 1.003  -0.654
C -0.860 -2.334 0.302  0.019
C -2.051 -2.664 -0.338  -0.153
C -2.799 -1.707 -1.003  -0.201
C -2.352 -0.401 -1.026  -0.350
C -1.163 -0.049 -0.422  -0.197
C -0.409 -1.010 0.241  -0.081
C 0.859 -0.581 0.920  0.659
O 1.108 -0.814 2.086  -0.620
N 1.686 0.113 0.109  -0.608
H 1.438 0.252 -0.858  0.407
C 2.964 0.636 0.551  -0.071
C 4.097 -0.002 -0.226  -0.092
C 3.980 -1.343 -0.581  -0.131
C 4.962 -1.995 -1.300  -0.242
C 6.101 -1.305 -1.683  -0.193
C 6.248 0.017 -1.324  -0.223
C 5.260 0.673 -0.590  -0.161
S 5.606 2.357 -0.195  0.257
C 4.253 2.741 0.960  -0.518
C 2.949 2.163 0.454  -0.413
H 2.120 2.546 1.053  0.221
H 2.791 2.465 -0.585  0.211
H 4.514 2.341 1.940  0.217
H 4.219 3.829 1.013  0.236
H 7.134 0.570 -1.599  0.219
H 6.875 -1.799 -2.250  0.217
H 4.840 -3.036 -1.559  0.214
H 3.094 -1.881 -0.276  0.203
H 3.044 0.341 1.607  0.246
H -0.843 0.981 -0.473  0.242
S -3.318 0.877 -1.835  2.338
O -2.419 1.939 -2.181  -0.942
O -4.111 0.259 -2.855  -0.937
N -4.374 1.493 -0.715  -0.675
C -3.856 2.326 0.343  -0.260
H -2.919 2.756 -0.009  0.236
C -3.662 1.522 1.634  -0.087
H -3.427 2.184 2.469  0.201
O -4.851 0.852 1.993  -0.523
C -5.267 -0.040 0.982  -0.087
H -6.186 -0.501 1.347  0.200
C -5.521 0.703 -0.335  -0.260
H -5.727 0.014 -1.153  0.238
H -6.374 1.381 -0.209  0.206
H -4.501 -0.817 0.836  0.167
H -2.848 0.792 1.509  0.168
H -4.577 3.132 0.525  0.207
H -3.716 -1.958 -1.513  0.241
H -2.396 -3.687 -0.312  0.211
H 0.802 -3.664 0.398  0.224
H -0.660 -4.276 1.174  0.218
H 0.308 -3.008 1.953  0.259

Force components x, y, z for each atom (eV/Å):
0.055 -0.045 0.150
-0.018 0.117 -0.006
0.026 0.136 0.018
-0.037 -0.013 -0.083
-0.334 0.423 -0.430
0.170 -0.037 0.046
-0.367 0.022 0.007
-0.134 0.093 -0.292
0.012 -0.163 0.326
0.221 0.219 -0.159
-0.053 -0.117 0.034
-0.071 0.281 0.231
0.044 -0.132 -0.047
0.064 -0.052 -0.009
-0.039 -0.073 0.008
0.017 0.008 -0.013
-0.058 0.052 0.037
-0.044 0.157 0.110
-0.075 0.193 0.107
0.321 -0.155 -0.330
0.036 -0.136 0.216
-0.031 -0.067 -0.027
-0.039 0.028 0.005
-0.093 0.082 0.051
0.023 -0.034 0.037
0.146 0.014 -0.057
0.076 -0.041 -0.057
-0.009 -0.094 -0.023
-0.063 -0.065 -0.010
-0.026 0.110 -0.214
0.127 0.103 0.026
-0.171 0.197 0.071
0.119 -0.052 0.294
-0.063 -0.274 0.209
0.607 -0.279 -0.848
0.334 0.144 0.553
-0.020 0.166 0.180
0.143 0.198 -0.137
0.086 -0.019 -0.090
-0.159 0.097 0.122
-0.118 -0.054 -0.238
0.056 -0.048 -0.100
-0.326 -0.502 0.282
-0.224 -0.028 0.103
0.052 -0.066 -0.055
-0.133 0.068 0.050
-0.081 0.102 0.062
0.087 -0.034 -0.044
-0.108 -0.109 -0.052
-0.018 -0.102 0.001
0.083 -0.064 -0.011
-0.014 -0.080 -0.022
0.017 -0.078 0.016

=====

Entry 3:
Formula: C21H24N2O4SeSi2Ti
Source: the OMol25 dataset
Level of theory: ωB97M-V with the def2-TZVPD basis set

As for the orbital gap (alpha / beta): 4.975 / 5.449 eV. Its total charge is -2. Its spin multiplicity is 3. The calculation puts the energy above the lowest of the compared OMol25 structures with the same formula, charge and spin at 0.000 eV. The HOMO energy (alpha / beta) comes out at -0.45 / -0.93 eV. The calculation puts the LUMO energy (alpha / beta) at 4.53 / 4.52 eV.

Last column: natural (NBO) charge in e.
Cartesian coordinates (Å):
Ti 0.101 -0.132 0.896  0.998
O -0.817 -3.080 5.943  -0.702
C -0.839 -3.960 4.957  0.788
O -1.038 -5.142 5.157  -0.645
C -0.624 -3.431 3.591  -0.268
C -0.587 -4.180 2.436  0.005
N -0.383 -3.329 1.415  -0.318
N -0.275 -2.070 1.831  -0.293
C -0.411 -2.103 3.150  0.008
C -0.229 -0.787 3.817  0.770
O -0.342 -0.714 5.060  -0.709
O 0.065 0.154 3.030  -0.765
H -0.634 -2.122 5.621  0.511
H -0.692 -5.243 2.298  0.225
H -0.180 -3.495 0.433  0.446
C 1.892 2.463 -1.624  -1.086
Si 0.476 2.274 -0.334  0.748
C 0.603 3.971 0.575  -1.081
C -1.091 2.572 -1.442  -0.384
C -1.136 3.688 -2.288  -0.228
C -2.230 3.966 -3.094  -0.238
C -3.327 3.114 -3.068  -0.272
C -3.304 2.005 -2.235  -0.162
C -2.207 1.707 -1.415  -0.409
Si -2.266 0.159 -0.255  0.758
C -3.835 0.558 0.790  -1.085
C -2.963 -1.206 -1.422  -1.089
H 1.794 3.370 -2.234  0.194
H 1.907 1.599 -2.295  0.229
H 2.864 2.503 -1.121  0.203
H 0.597 4.821 -0.118  0.193
H 1.532 4.016 1.154  0.204
H -0.227 4.100 1.276  0.215
H -0.286 4.366 -2.319  0.186
H -2.230 4.840 -3.739  0.179
H -4.193 3.315 -3.692  0.180
H -4.170 1.348 -2.221  0.177
H -4.705 0.795 0.166  0.194
H -3.651 1.411 1.451  0.215
H -4.094 -0.298 1.422  0.205
H -3.892 -0.915 -1.928  0.191
H -3.169 -2.113 -0.842  0.203
H -2.224 -1.465 -2.185  0.224
Se 0.958 -1.622 -1.171  -0.377
C 2.866 -1.521 -1.281  -0.168
C 3.578 -0.500 -0.647  -0.253
C 4.961 -0.426 -0.745  -0.201
C 5.670 -1.369 -1.478  -0.271
C 4.972 -2.384 -2.121  -0.242
C 3.590 -2.457 -2.026  -0.197
H 3.031 0.255 -0.094  0.223
H 5.485 0.381 -0.247  0.196
H 6.750 -1.311 -1.553  0.189
H 5.507 -3.127 -2.704  0.188
H 3.049 -3.248 -2.532  0.198

Force components x, y, z for each atom (eV/Å):
0.045 0.280 -0.166
0.040 0.018 -0.024
-0.089 0.018 0.036
0.043 -0.005 -0.006
0.014 0.129 0.111
-0.030 -0.097 -0.073
0.031 -0.077 -0.117
-0.047 -0.226 0.247
0.018 0.048 -0.155
0.038 0.086 0.169
-0.040 -0.103 0.084
0.016 0.038 -0.064
-0.014 -0.037 -0.043
0.006 0.009 -0.014
-0.012 0.009 0.011
0.021 -0.002 -0.003
-0.049 0.045 -0.041
0.016 -0.021 0.038
0.001 -0.027 0.032
-0.019 0.003 -0.018
0.038 0.027 0.004
-0.040 -0.030 0.002
0.020 0.033 -0.027
0.013 -0.003 -0.002
-0.039 -0.014 -0.005
0.011 -0.013 0.033
0.024 -0.011 -0.005
-0.012 -0.003 0.009
0.010 0.007 0.003
0.004 0.012 -0.013
-0.006 -0.013 -0.011
-0.014 0.007 0.005
0.011 -0.001 0.000
-0.001 -0.002 -0.002
0.004 -0.002 0.001
0.001 -0.002 0.003
0.003 0.000 0.003
0.009 -0.002 -0.008
-0.010 -0.010 0.003
-0.006 0.014 0.007
0.003 -0.001 0.006
-0.006 0.000 -0.002
-0.007 -0.004 -0.001
-0.014 -0.037 -0.024
-0.046 -0.018 0.004
0.067 -0.007 -0.026
-0.048 0.012 0.022
0.037 -0.014 -0.016
-0.023 -0.018 -0.015
0.023 0.028 0.037
-0.015 -0.015 0.012
0.001 -0.003 -0.003
-0.001 0.000 0.000
0.011 0.004 0.004
0.007 -0.010 -0.002